Record 1
74
Properties=species:S:1:pos:R:3:forces:R:3:lowdin_charge:R:1 method="wB97M-V/def2-TZVPD" total_charge=-1 e_tot_ha=-2674.8050 orbital_gap_ha="0.1624 / 0.1472" spin_multiplicity=1 relative_energy_ev=0.539 molar_mass_g_mol=599.83 homo_energy_ev="-2.1 / -1.7"
K -0.512532 -0.062629 -0.781808 0.29 0.05 0.18 0.675
C -0.445250 -4.003346 -3.318948 0.03 -0.04 -0.03 -0.113
C -1.653863 -4.637302 -2.996749 -0.08 -0.14 -0.11 -0.121
C -2.338418 -4.263873 -1.876968 -0.14 -0.01 0.13 -0.056
C -1.834895 -3.231230 -1.034590 -0.02 -0.09 -0.02 -0.262
N -0.652327 -2.622978 -1.361700 0.00 -0.13 0.01 -0.001
C -0.020039 -3.010999 -2.456508 0.06 -0.01 -0.03 -0.192
C -2.524185 -2.781636 0.127927 0.02 0.24 0.21 -0.241
C -3.640397 -3.458730 0.693863 -0.20 -0.21 -0.03 -0.052
C -4.268144 -2.969623 1.801936 -0.05 -0.09 -0.03 -0.110
C -3.811612 -1.780000 2.408336 0.00 -0.14 -0.13 -0.073
C -2.703787 -1.183539 1.823939 0.36 0.34 -0.10 -0.264
N -2.075650 -1.636558 0.745348 -0.05 0.01 0.28 0.070
C -2.139460 0.086176 2.409520 -0.01 -0.13 -0.11 -0.194
C -2.388728 0.433959 3.740666 0.03 -0.02 -0.22 -0.026
C -1.884219 1.621324 4.233211 0.14 0.17 -0.11 -0.074
C -1.133091 2.432559 3.392060 -0.01 -0.04 0.09 -0.075
C -0.906639 1.996657 2.095101 -0.03 0.14 0.23 -0.142
N -1.390036 0.863778 1.610018 -0.38 -0.31 0.32 0.060
H 0.122004 -4.254676 -4.200991 0.05 -0.02 -0.07 0.078
H -2.056924 -5.410248 -3.642069 -0.01 0.00 0.01 0.091
H -3.287634 -4.728194 -1.650682 -0.02 -0.04 0.00 0.084
H 0.902987 -2.483109 -2.668834 0.14 0.09 -0.05 0.100
H -3.984739 -4.384159 0.252801 -0.04 -0.02 0.02 0.086
H -5.114965 -3.498038 2.225391 0.00 -0.02 -0.04 0.090
H -4.322965 -1.355871 3.255364 -0.03 0.06 0.08 0.077
H -2.963313 -0.226641 4.373092 0.02 -0.01 0.00 0.098
H -2.068270 1.905139 5.262344 0.01 0.03 0.00 0.100
H -0.705736 3.366376 3.728765 -0.01 0.02 0.03 0.096
H -0.302162 2.586272 1.414680 0.04 0.05 -0.01 0.109
C 0.211725 3.699077 -3.899316 0.07 0.13 -0.02 -0.075
C -0.120921 2.389543 -3.243654 -0.16 -0.04 -0.05 -0.313
N 0.754859 1.723538 -2.470856 0.04 0.14 0.03 -0.057
N 1.986074 2.242636 -2.454436 0.06 -0.10 0.01 -0.033
C 2.882637 1.722130 -1.686924 0.00 0.04 -0.01 -0.723
N 4.234338 2.104823 -1.871228 0.05 0.12 0.12 0.024
S 2.625126 0.399809 -0.540149 0.08 -0.03 -0.05 0.987
C -1.408761 1.820674 -3.479226 0.08 0.13 -0.04 -0.260
C -2.377296 2.489141 -4.279044 0.06 0.02 -0.03 -0.053
C -3.580861 1.890598 -4.540253 -0.14 0.04 -0.08 -0.115
C -3.859563 0.625598 -4.016735 -0.09 -0.06 0.01 -0.104
C -2.880624 0.045542 -3.224016 -0.09 0.04 -0.07 -0.170
N -1.713602 0.599515 -2.953002 0.03 0.07 -0.21 -0.006
H 1.195492 4.038691 -3.587139 -0.04 -0.02 -0.01 0.046
H -0.518465 4.470821 -3.641390 -0.03 0.03 0.03 0.067
H 0.210955 3.619418 -4.990131 0.01 -0.02 -0.05 0.075
H 4.263005 2.940043 -2.445401 0.03 -0.04 0.01 0.070
H 4.719642 2.261568 -0.994032 -0.04 -0.01 -0.04 0.057
H -2.163765 3.463268 -4.691193 0.01 0.05 -0.02 0.083
H -4.313179 2.403860 -5.155929 0.02 -0.02 0.02 0.092
H -4.793768 0.116051 -4.203066 -0.03 0.00 -0.01 0.082
H -3.048669 -0.930629 -2.778266 -0.03 -0.09 0.04 0.103
C 4.262750 -1.441958 3.376630 0.03 0.05 0.04 -0.116
N 3.381646 -1.848624 2.312939 -0.10 -0.14 0.01 -0.259
C 4.096899 -2.140265 1.091362 0.09 0.01 -0.05 -0.127
C 2.180059 -1.035174 2.180571 -0.12 0.01 0.05 -0.168
C 2.352479 0.477089 2.185709 0.02 0.01 -0.12 -0.230
C 2.281056 1.138584 3.404401 -0.02 0.03 0.02 -0.065
C 2.393687 2.514890 3.505720 -0.03 0.02 0.01 -0.104
C 2.532763 3.262898 2.348825 0.04 0.06 0.07 -0.099
C 2.588911 2.634961 1.117084 0.00 -0.04 -0.08 -0.101
C 2.531315 1.246824 1.024313 -0.08 -0.13 -0.03 -0.430
H 5.015772 -2.215573 3.538372 0.02 -0.01 -0.01 0.079
H 3.700398 -1.319067 4.302771 -0.02 -0.01 0.05 0.079
H 4.785843 -0.491675 3.174344 0.00 -0.02 0.01 0.088
H 4.753982 -2.997673 1.261965 0.02 0.02 0.00 0.079
H 4.711517 -1.302794 0.728522 -0.01 0.00 -0.02 0.069
H 3.391864 -2.404856 0.305911 -0.01 -0.02 -0.03 0.073
H 1.519614 -1.279544 3.022022 0.07 0.03 -0.04 0.126
H 1.648900 -1.357074 1.281949 0.02 -0.02 0.00 0.101
H 2.105305 0.548191 4.294864 0.00 -0.02 0.07 0.110
H 2.334721 2.996416 4.472052 0.00 0.03 0.04 0.098
H 2.586976 4.342820 2.396136 -0.01 0.04 0.01 0.100
H 2.644118 3.227043 0.214376 0.06 0.01 -0.10 0.100



Record 2
66
Properties=species:S:1:pos:R:3:forces:R:3:nbo_charge:R:1 method="wB97M-V/def2-TZVPD" smiles="C1=C[C@@H](C(c2cc3c4c(c2)CCN4CCC3)c2cc3c4c(c2)CCN4CCC3)c2ccccc21" total_charge=0 e_tot_ha=-1348.0225 orbital_gap_ha=0.2708 spin_multiplicity=1 molar_mass_g_mol=444.62 homo_energy_ev=-6.6
C -1.314364 2.999081 3.203506 -0.08 0.42 -0.27 -0.223
C -1.558972 2.121426 2.222200 0.21 -1.42 0.14 -0.153
C -0.285003 1.403418 1.715495 1.55 0.34 2.69 -0.293
C -0.156052 1.200027 0.286787 -1.01 0.58 -6.07 -0.235
C -1.424972 0.466297 -0.222909 1.43 0.18 -0.02 -0.028
C -1.583165 -0.925445 -0.074160 -1.26 1.05 0.20 -0.241
C -2.806246 -1.524340 -0.385532 0.40 0.77 0.08 -0.013
C -3.816742 -0.673911 -0.802083 0.25 0.41 -0.15 0.158
C -3.651864 0.701974 -1.040140 0.87 -1.15 0.31 -0.052
C -2.392352 1.243752 -0.847973 -1.22 0.53 0.60 -0.192
C -4.989241 1.265096 -1.370631 -0.08 1.09 -0.47 -0.429
C -5.945684 0.066245 -1.356801 -0.14 -0.17 -0.02 -0.188
N -5.099600 -1.063559 -1.029145 -0.21 -0.22 -0.26 -0.420
C -5.519781 -2.429192 -0.893041 -0.36 0.18 0.51 -0.190
C -4.333084 -3.396625 -0.997486 -0.36 0.02 -0.64 -0.397
C -3.106463 -2.969322 -0.202489 -0.16 -0.58 0.31 -0.434
C 1.050384 0.643095 -0.610236 -0.47 0.37 1.22 -0.036
C 1.054614 -0.618772 -1.248901 0.75 -0.01 0.80 -0.188
C 2.263373 -1.262261 -1.547002 -0.14 1.18 -0.43 -0.100
C 3.415483 -0.497057 -1.403818 -0.79 0.15 0.98 0.245
C 3.429252 0.853179 -0.993109 -1.73 -0.99 -0.60 -0.081
C 2.214165 1.439572 -0.666586 0.28 -0.08 0.38 -0.190
C 4.835700 1.256712 -0.778476 0.13 0.88 0.15 -0.428
C 5.636441 -0.002607 -1.144131 0.89 0.51 0.04 -0.190
N 4.663229 -1.015603 -1.428716 0.48 -0.07 0.02 -0.434
C 4.950105 -2.374868 -1.768087 0.42 0.40 -0.64 -0.190
C 3.749819 -3.273566 -1.534583 0.17 -0.27 0.71 -0.399
C 2.405030 -2.696013 -1.957418 -0.19 -0.20 -0.64 -0.417
C 0.767228 2.320566 2.402564 -1.60 -1.00 1.68 -0.015
C 2.077427 2.024185 2.561303 0.99 0.67 -0.07 -0.206
C 2.857288 2.765814 3.489995 -0.56 -0.44 -0.75 -0.227
C 2.252542 3.669697 4.347923 -0.13 -0.01 0.00 -0.205
C 0.837679 3.872094 4.311147 1.35 -0.41 -0.01 -0.251
C 0.105587 3.201882 3.353381 1.51 -1.14 -0.84 0.027
H -1.984458 3.546273 3.859286 -0.39 -0.18 -0.47 0.217
H -2.527080 1.822012 1.879747 -0.42 -0.11 -0.06 0.218
H -0.124028 0.323160 1.864970 -0.50 0.16 2.54 0.249
H -0.200992 2.244293 0.045216 -0.40 0.75 -1.76 0.201
H -0.835263 -1.557991 0.356462 0.49 -0.04 0.28 0.213
H -2.236627 2.324910 -0.984061 0.07 -0.55 0.05 0.213
H -5.277809 2.046120 -0.658809 -0.03 -0.21 0.06 0.218
H -4.981485 1.771103 -2.336907 -0.05 -0.07 -0.14 0.219
H -6.424834 -0.072959 -2.327678 -0.11 -0.06 -0.08 0.184
H -6.732508 0.213581 -0.615788 -0.16 -0.09 0.10 0.182
H -6.003887 -2.572070 0.090564 -0.08 -0.06 -0.17 0.169
H -6.276442 -2.615538 -1.670757 0.18 -0.27 0.21 0.196
H -4.669924 -4.390931 -0.704126 0.01 0.00 0.09 0.213
H -4.069702 -3.473190 -2.051459 0.15 0.04 -0.15 0.201
H -3.262389 -3.218639 0.851556 -0.05 0.19 0.12 0.208
H -2.252700 -3.578884 -0.497801 0.09 -0.03 -0.13 0.217
H 0.161670 -1.192009 -1.453369 -0.05 0.18 0.35 0.222
H 2.153092 2.502335 -0.376636 0.11 -0.68 0.19 0.217
H 4.961197 1.550187 0.267077 0.17 -0.09 0.01 0.214
H 5.095875 2.139653 -1.365646 0.23 -0.12 -0.09 0.221
H 6.283474 -0.277000 -0.314013 0.16 -0.28 0.15 0.185
H 6.298283 0.212022 -1.986730 0.03 -0.15 -0.25 0.178
H 5.818449 -2.681248 -1.171266 -0.17 -0.23 -0.10 0.199
H 5.248228 -2.431542 -2.827978 0.09 -0.11 0.03 0.169
H 3.937381 -4.222565 -2.020366 -0.03 -0.22 -0.26 0.213
H 3.715399 -3.513133 -0.476230 -0.10 0.09 0.34 0.200
H 2.305308 -2.813461 -3.045275 -0.03 0.16 0.05 0.208
H 1.602001 -3.301034 -1.524544 0.06 0.08 0.00 0.216
H 2.485921 1.244104 1.925676 0.35 0.09 0.24 0.220
H 3.919069 2.565305 3.470893 0.11 0.18 0.43 0.209
H 2.892587 4.168142 5.095446 -0.60 -0.13 -0.41 0.213
H 0.400416 4.448021 5.111693 -0.31 0.18 -0.10 0.211